1.
Here is a 4-piece molecular cluster, C4H14NO3 overall from the OMol25 dataset. Energies are from ωB97M-V/def2-TZVPD.

Gap between HOMO and LUMO in eV: 4.6
ΔE to the lowest compared entry with this formula, charge and spin in kJ/mol: 678.6
Calculated total energy in Ha: -441.060343
Charge: -1

Geometry (Å):
C -1.063 -1.704 -0.270
N 0.041 -0.915 -0.844
C 0.567 0.017 0.076
C 1.432 1.101 -0.646
C 2.735 1.386 0.130
O 2.550 -1.559 0.202
H -0.734 -2.401 0.514
H -1.696 -0.981 0.224
H -1.577 -2.263 -1.046
H 0.883 -1.499 -0.866
H -0.113 0.592 0.708
H 1.429 -0.516 0.715
H 0.853 2.025 -0.664
H 1.663 0.722 -1.638
H 2.479 1.838 1.094
H 3.352 2.109 -0.400
H -3.073 0.490 0.467
H 3.172 0.396 0.281
O -2.371 1.133 1.016
H -2.301 0.783 1.905
H -4.327 -0.260 -0.891
O -3.902 -0.492 -0.066

---

2.
Here is a single C27H27FN6O4 molecule from the OMol25 dataset. Energies are from ωB97M-V/def2-TZVPD.

SMILES: Cc1ccc(-c2nnn(CC(=O)N(c3ccccc3)[C@H](C(=O)NC[C@H]3CCCO3)c3ccc(F)cc3)n2)o1
Gap between HOMO and LUMO in eV: 9.0
Calculated total energy in Ha: -1774.436159

Geometry (Å):
C -4.952 -1.656 -1.657
C -4.714 -0.367 -0.958
C -5.468 0.774 -0.887
C -4.748 1.680 -0.086
C -3.599 1.025 0.282
C -2.494 1.506 1.048
N -2.417 2.777 1.507
N -1.281 2.888 2.089
N -0.679 1.729 1.998
C 0.639 1.485 2.487
C 1.550 0.781 1.470
O 2.298 -0.098 1.864
N 1.474 1.164 0.183
C 0.670 2.239 -0.292
C 0.922 3.541 0.122
C 0.136 4.576 -0.353
C -0.890 4.317 -1.246
C -1.122 3.022 -1.678
C -0.342 1.980 -1.210
C 2.217 0.425 -0.846
C 1.544 -0.951 -1.080
O 0.819 -1.130 -2.039
N 1.842 -1.875 -0.160
C 1.220 -3.177 -0.127
C 0.093 -3.237 0.918
C -1.143 -2.418 0.504
C -2.303 -3.350 0.848
C -1.659 -4.716 0.628
O -0.333 -4.581 1.100
C 3.700 0.350 -0.561
C 4.338 1.362 0.147
C 5.699 1.316 0.379
C 6.423 0.250 -0.121
F 7.752 0.198 0.100
C 5.821 -0.756 -0.853
C 4.457 -0.698 -1.071
N -1.396 0.824 1.366
O -3.581 -0.218 -0.249
H -4.025 -2.017 -2.097
H -5.696 -1.520 -2.437
H -5.317 -2.410 -0.959
H -6.417 0.940 -1.355
H -5.017 2.678 0.192
H 1.056 2.448 2.792
H 0.602 0.825 3.360
H 1.725 3.743 0.815
H 0.326 5.584 -0.021
H -1.509 5.125 -1.605
H -1.921 2.817 -2.374
H -0.518 0.967 -1.538
H 2.076 0.987 -1.779
H 2.346 -1.577 0.669
H 1.974 -3.927 0.125
H 0.821 -3.387 -1.122
H 0.500 -2.894 1.880
H -1.202 -1.461 1.018
H -1.117 -2.227 -0.569
H -3.175 -3.189 0.222
H -2.587 -3.236 1.895
H -2.128 -5.525 1.190
H -1.658 -4.976 -0.441
H 3.770 2.198 0.525
H 6.200 2.092 0.935
H 6.416 -1.568 -1.242
H 3.981 -1.474 -1.649

---

3.
Here is C8H18I2NOP2SV as an isolated structure from the OMol25 dataset. Energies are from ωB97M-V/def2-TZVPD.

<S²>: 2.091
Spin multiplicity: 3
Gap between HOMO and LUMO (alpha / beta) in eV: 5.1 / 5.3
ΔE to the lowest compared entry with this formula, charge and spin in kJ/mol: 337.4
Calculated total energy in Ha: -3065.207516
Charge: +2

Geometry (Å):
I -4.741 -1.153 -0.982
I -2.084 -2.475 -0.031
V -0.262 -0.141 -0.030
P 0.743 -0.481 -2.128
C -0.574 -1.286 -3.007
C 1.216 0.917 -3.173
H 1.457 0.512 -4.169
H 2.567 -1.691 -3.224
H 2.038 1.569 -2.818
H 2.839 -1.159 -1.532
H -1.411 -0.596 -2.901
H 0.251 1.453 -3.276
C 2.116 -1.540 -2.249
H -0.333 -1.546 -4.062
H 1.633 -2.448 -1.870
H -0.773 -2.166 -2.402
P -0.362 0.449 2.228
C -2.002 -0.084 2.642
C 0.690 -0.341 3.368
H 0.663 2.722 2.585
H -0.571 2.220 3.817
H -1.138 2.612 2.182
C -0.290 2.182 2.749
H 1.693 -0.194 2.974
H 0.623 -0.054 4.414
H -2.294 0.110 3.700
H -1.995 -1.143 2.410
H 0.347 -1.369 3.192
H -2.630 0.427 1.915
C -1.877 0.732 -0.629
O -2.807 1.415 -1.008
S 1.130 1.561 -0.054
C 2.528 0.665 0.506
N 3.610 0.321 0.863